Version 1
The following is a quantum chemistry calculation of the molecule CH2N2O2S, from the Open Molecules 2025 dataset.

## Properties
Spin multiplicity: 1
Frontier orbital gap: 9.504 eV
Structure (SMILES): NC(=S)n1oo1
E_HOMO: -9.2809 eV

Each line ends with the Mulliken charge.
CARTESIAN COORDINATES (ANGSTROEM)
1 S 2.126 2.003 0.130  -0.34
2 O 1.980 -1.750 -0.618  -0.17
3 O 2.118 -1.713 0.751  -0.16
4 N 2.566 -0.633 -0.084  0.09
5 N 0.241 0.126 -0.278  -0.31
6 C 1.463 0.606 -0.033  0.42
7 H -0.625 0.641 -0.331  0.22
8 H 0.250 -0.854 -0.145  0.26

=====

Version 2
The following is a quantum chemistry calculation of the molecule CH2N2O2S, from the Open Molecules 2025 dataset.

## Properties
Spin multiplicity: 1
Frontier orbital gap: 9.551 eV
E_HOMO: -9.8273 eV

Each line ends with the Mulliken charge.
CARTESIAN COORDINATES (ANGSTROEM)
1 S 1.457 -1.044 -0.781  0.47
2 O 0.972 0.594 -0.769  -0.32
3 O 2.685 -0.895 -0.041  -0.45
4 N -0.998 0.034 1.195  -0.32
5 N -1.490 -0.222 -0.212  -0.35
6 C -0.103 -0.181 -0.040  0.43
7 H -1.577 0.668 -0.772  0.27
8 H -0.947 1.046 1.420  0.26

=====

Stability summary - winner: version 2; margin: 0.0506 hartree.

=====

Version 1
The following is a quantum chemistry calculation of a structure of composition CH2N2O2S, from the Open Molecules 2025 dataset.

## Properties
Spin multiplicity: 1
Frontier orbital gap: 9.505 eV
E_HOMO: -9.6186 eV

Each line ends with the Mulliken charge.
CARTESIAN COORDINATES (ANGSTROEM)
1 S 1.954 0.431 0.258  0.68
2 O 0.806 1.246 0.507  -0.44
3 O 2.423 0.367 -1.109  -0.44
4 N 0.519 -1.350 0.283  -0.60
5 N -0.460 -0.810 0.192  0.52
6 C -1.415 -0.036 -0.004  -0.28
7 H -1.698 0.112 -0.979  0.31
8 H -2.128 0.041 0.852  0.24

=====

Version 2
The following is a quantum chemistry calculation of the molecule CH2N2O2S, from the Open Molecules 2025 dataset.

## Properties
Spin multiplicity: 1
Frontier orbital gap: 6.307 eV
E_HOMO: -8.5113 eV

Each line ends with the Mulliken charge.
CARTESIAN COORDINATES (ANGSTROEM)
1 S 4.263 -1.147 -2.153  -0.12
2 O 1.933 0.378 -1.700  -0.60
3 O 2.952 -1.449 -1.226  -0.12
4 N -0.078 -0.330 -0.165  -0.15
5 N 1.872 -0.672 -1.107  0.75
6 C 0.999 -1.013 -0.130  -0.28
7 H -0.717 -0.508 0.545  0.27
8 H -0.583 0.293 -0.806  0.24

=====

Version 3
The following is a quantum chemistry calculation of a cluster of 2 separate species, CH2N2O2S in total, from the Open Molecules 2025 dataset.

## Properties
Spin multiplicity: 1
Frontier orbital gap (alpha / beta): 8.099 / 8.100 eV
E_HOMO (alpha / beta): -11.2852 / -11.2860 eV

Each line ends with the Mulliken charge.
CARTESIAN COORDINATES (ANGSTROEM)
1 S -0.336 1.001 -1.403  1.04
2 O -1.720 0.945 -1.766  -0.44
3 O 0.698 0.953 -2.394  -0.43
4 N 0.232 4.257 0.428  -0.31
5 N -0.023 -0.187 -0.270  -0.41
6 C 0.248 3.313 -0.213  -0.04
7 H -0.749 -0.434 0.383  0.29
8 H 0.906 -0.234 0.124  0.29

=====

Version 4
The following is a quantum chemistry calculation of the molecule CH2N2O2S, from the Open Molecules 2025 dataset.

## Properties
Spin multiplicity: 1
Frontier orbital gap: 7.575 eV
Structure (SMILES): NC(=S)[N+](=O)[O-]
E_HOMO: -9.2137 eV

Each line ends with the Mulliken charge.
CARTESIAN COORDINATES (ANGSTROEM)
1 S 2.325 -1.642 -0.017  -0.24
2 O 1.549 2.065 -0.070  -0.54
3 O 3.387 0.945 0.035  -0.48
4 N 0.097 -0.333 0.009  -0.34
5 N 2.189 1.052 0.024  0.93
6 C 1.481 -0.213 0.023  0.21
7 H -0.415 0.345 0.519  0.23
8 H -0.385 -1.184 -0.220  0.23

=====

Stability summary - winner: version 1; margin: 0.0320 hartree.

=====

Version 1
The following is a quantum chemistry calculation of the ion C3H2NO3 with charge -1, from the Open Molecules 2025 dataset.

## Properties
Spin multiplicity: 1
Frontier orbital gap: 5.432 eV
E_HOMO: -1.5869 eV
Net charge: -1

Each line ends with the Mulliken charge.
CARTESIAN COORDINATES (ANGSTROEM)
1 O -0.291 1.119 0.868  -0.07
2 O 1.187 -1.702 -2.708  -0.57
3 O -0.661 0.418 2.889  -0.59
4 N 0.381 -0.409 -0.881  -0.07
5 C 0.868 -0.976 -1.843  0.49
6 C -0.497 0.124 1.728  0.17
7 C 0.221 0.947 -0.439  -0.74
8 H -0.712 -0.871 1.439  0.34
9 H -0.495 1.350 -1.052  0.03

=====

Version 2
The following is a quantum chemistry calculation of the ion C3H2NO3 with charge -1, from the Open Molecules 2025 dataset.

## Properties
Spin multiplicity: 1
Frontier orbital gap: 6.137 eV
Structure (SMILES): O=C=CC(=O)N[O-]
E_HOMO: -2.1828 eV
Net charge: -1

Each line ends with the Mulliken charge.
CARTESIAN COORDINATES (ANGSTROEM)
1 O 3.256 -0.281 0.051  -0.43
2 O -1.388 -0.569 0.044  -0.78
3 O 0.885 2.106 0.012  -0.81
4 N -0.167 1.341 0.037  0.04
5 C 2.118 -0.478 -0.084  0.77
6 C -0.297 0.029 -0.070  0.42
7 C 0.896 -0.860 -0.007  -0.81
8 H -1.060 1.864 0.384  0.23
9 H 0.751 -1.805 0.314  0.36

=====

Version 3
The following is a quantum chemistry calculation of the ion C3H2NO3 with charge -1, from the Open Molecules 2025 dataset.

## Properties
Spin multiplicity: 1
Frontier orbital gap: 7.931 eV
Structure (SMILES): [H]/N=C(/[O-])[C@H]1OC1=O
E_HOMO: -4.0206 eV
Net charge: -1

Each line ends with the Mulliken charge.
CARTESIAN COORDINATES (ANGSTROEM)
1 O -0.559 2.762 0.043  -0.71
2 O -2.437 0.289 1.031  -0.45
3 O -2.787 -0.711 -1.036  -0.53
4 N 0.713 1.050 -0.873  -0.78
5 C -2.206 -0.206 -0.176  0.61
6 C -0.320 1.551 -0.208  0.53
7 C -0.986 0.243 0.425  -0.29
8 H -0.193 -0.217 0.987  0.39
9 H 0.529 0.032 -0.970  0.22

=====

Stability summary - winner: version 3; margin: 0.0272 hartree.

=====

Version 1
The following is a quantum chemistry calculation of the molecule C4H4O2, from the Open Molecules 2025 dataset.

## Properties
Spin multiplicity: 1
Frontier orbital gap: 9.486 eV
E_HOMO: -10.6457 eV

Each line ends with the Mulliken charge.
CARTESIAN COORDINATES (ANGSTROEM)
1 O -1.455 -0.395 1.606  -0.42
2 O 1.697 0.455 0.340  -0.51
3 C 0.882 -0.552 -0.206  -0.54
4 C -1.409 0.336 0.654  -0.04
5 C -1.255 0.130 -1.583  -0.29
6 C -0.508 -0.029 -0.536  0.52
7 H 0.773 -1.314 0.570  0.29
8 H 1.332 -1.014 -1.093  0.29
9 H 1.898 1.093 -0.358  0.34
10 H -1.956 1.290 0.605  0.36

=====

Version 2
The following is a quantum chemistry calculation of the molecule C4H4O2, from the Open Molecules 2025 dataset.

## Properties
Spin multiplicity: 1
Frontier orbital gap: 10.467 eV
Structure (SMILES): C#CC(=O)CO
E_HOMO: -10.6597 eV

Each line ends with the Mulliken charge.
CARTESIAN COORDINATES (ANGSTROEM)
1 O 1.168 1.387 -0.045  -0.50
2 O 1.508 -1.042 1.257  -0.47
3 C -2.193 1.047 -0.733  0.17
4 C 0.705 -0.947 0.110  -0.28
5 C -1.027 0.790 -0.570  -0.35
6 C 0.349 0.503 -0.191  0.18
7 H -3.226 1.287 -0.867  0.39
8 H 1.250 -1.334 -0.766  0.24
9 H -0.205 -1.546 0.229  0.29
10 H 1.670 -0.145 1.576  0.33

=====

Version 3
The following is a quantum chemistry calculation of a cluster of 2 separate species, C4H4O2 in total, from the Open Molecules 2025 dataset.

## Properties
Spin multiplicity: 1
Frontier orbital gap (alpha / beta): 8.636 / 7.363 eV
E_HOMO (alpha / beta): -8.9679 / -8.6973 eV

Each line ends with the Mulliken charge.
CARTESIAN COORDINATES (ANGSTROEM)
1 O 2.670 0.976 -2.070  -0.46
2 O -0.192 -0.676 -2.518  -0.18
3 C 0.241 0.423 -1.797  -0.15
4 C -0.506 0.567 0.682  -0.79
5 C 1.716 0.287 -2.129  0.65
6 C 1.125 -1.004 -2.143  -0.16
7 H 0.373 0.010 0.757  0.31
8 H 1.377 -1.863 -1.425  0.20
9 H -1.378 -0.097 0.881  0.28
10 H -0.552 1.680 0.787  0.31

=====

Version 4
The following is a quantum chemistry calculation of the molecule C4H4O2, from the Open Molecules 2025 dataset.

## Properties
Spin multiplicity: 1
Frontier orbital gap: 10.323 eV
Structure (SMILES): C#CC(=O)CO
E_HOMO: -10.1283 eV

Each line ends with the Mulliken charge.
CARTESIAN COORDINATES (ANGSTROEM)
1 O 1.179 0.757 -0.100  -0.43
2 O 1.409 -1.781 0.517  -0.50
3 C -1.660 2.383 0.222  0.16
4 C -1.018 1.361 0.052  -0.48
5 C 0.252 -1.330 -0.150  -0.36
6 C 0.065 0.289 -0.071  0.38
7 H 2.221 -1.515 0.061  0.32
8 H 0.352 -1.537 -1.227  0.23
9 H -0.547 -1.906 0.306  0.31
10 H -2.255 3.278 0.391  0.37

=====

Stability summary - winner: version 2; margin: 0.0307 hartree.

=====

Version 1
The following is a quantum chemistry calculation of the molecule C4H4O2, from the Open Molecules 2025 dataset.

## Properties
Spin multiplicity: 1
Frontier orbital gap: 9.652 eV
E_HOMO: -9.5508 eV

Each line ends with the Mulliken charge.
CARTESIAN COORDINATES (ANGSTROEM)
1 O -0.768 -0.321 0.441  -0.27
2 O -0.627 2.060 -0.588  -0.51
3 C 0.451 -2.094 1.735  -0.05
4 C -0.232 0.958 -1.339  0.03
5 C -0.227 -1.311 1.133  -0.02
6 C -0.463 -0.425 -0.886  -0.51
7 H -0.741 1.763 0.327  0.35
8 H 1.086 -2.786 2.235  0.38
9 H 0.884 0.804 -1.333  0.23
10 H -0.485 1.094 -2.391  0.37

=====

Version 2
The following is a quantum chemistry calculation of the molecule C4H4O2, from the Open Molecules 2025 dataset.

## Properties
Spin multiplicity: 1
Frontier orbital gap (alpha / beta): 7.218 / 7.361 eV
E_HOMO (alpha / beta): -8.1560 / -8.2965 eV

Each line ends with the Mulliken charge.
CARTESIAN COORDINATES (ANGSTROEM)
1 O 0.633 -1.469 1.886  -0.54
2 O -1.420 -0.023 0.998  -0.48
3 C 0.809 -0.830 0.865  0.09
4 C -0.103 0.606 -0.931  -0.09
5 C -0.272 1.226 -2.044  -0.61
6 C -0.302 -0.064 0.281  0.53
7 H 0.745 1.054 -0.214  0.17
8 H 1.753 -0.834 0.293  0.34
9 H -0.640 0.807 -2.975  0.22
10 H -1.202 -0.473 1.842  0.37

=====

Stability summary - winner: version 2; margin: 0.0225 hartree.

=====

Version 1
The following is a quantum chemistry calculation of a cluster of 2 separate species, CHN2OS in total, from the Open Molecules 2025 dataset.

## Properties
Spin multiplicity: 1
Frontier orbital gap (alpha / beta): 8.222 / 3.412 eV
E_HOMO (alpha / beta): -4.4724 / -2.6659 eV
Net charge: -1

Each line ends with the Mulliken charge.
CARTESIAN COORDINATES (ANGSTROEM)
1 S -0.115 -1.060 -0.158  -0.43
2 O 4.826 -1.117 -0.236  -0.43
3 N 4.040 -0.284 0.289  -0.15
4 N 3.142 1.895 -0.287  -0.50
5 C 3.621 0.835 -0.181  0.45
6 H -0.861 0.037 -0.139  0.06

=====

Version 2
The following is a quantum chemistry calculation of a cluster of 2 separate species, CHN2OS in total, from the Open Molecules 2025 dataset.

## Properties
Spin multiplicity: 1
Frontier orbital gap: 7.118 eV
E_HOMO: -3.8270 eV
Net charge: -1

Each line ends with the Mulliken charge.
CARTESIAN COORDINATES (ANGSTROEM)
1 S -2.533 1.308 0.150  -0.54
2 O 1.858 0.021 0.413  -0.32
3 N -3.552 -1.296 -0.270  -0.56
4 N 0.800 -0.541 0.381  0.05
5 C -3.153 -0.205 -0.086  0.17
6 H -0.032 0.236 0.090  0.19

=====

Stability summary - winner: version 2; margin: 0.0858 hartree.